No. 1
The following is a quantum chemistry calculation of 7 unconnected molecules or ions with the total composition C46H50F6N4O3, from the OMol25 dataset.

Geometry as ORCA input:
```
! wB97M-V def2-TZVPD RIJCOSX def2/J DEFGRID3
* xyz 0 1
C 2.580 -2.104 2.233
C 2.190 -0.869 1.441
C 2.198 0.548 2.265
C 1.716 1.857 1.405
C 1.201 1.694 -0.142
N 2.264 1.203 -1.116
C 1.581 1.318 -2.495
O 2.845 2.802 1.522
C 2.533 3.767 2.589
O 3.283 4.344 3.532
O 1.093 4.013 2.416
C 0.553 2.624 2.281
C -0.923 2.901 1.622
C -1.898 1.578 1.543
N -1.141 0.363 2.038
N -2.490 1.340 0.142
N -3.113 1.859 2.449
H 1.939 -3.100 2.228
H 3.547 -2.117 2.932
H 1.872 -1.034 0.327
H 3.302 0.759 2.627
H 1.531 0.381 3.231
H 0.255 0.981 -0.134
H 0.907 2.791 -0.511
H 3.051 1.902 -1.142
H 1.395 0.241 -2.971
H 0.507 1.820 -2.421
H 2.198 2.012 -3.232
H 0.324 2.199 3.356
H -0.882 3.443 0.559
H -1.466 3.682 2.341
H -1.160 -0.370 1.287
H -1.682 0.037 2.892
H -2.824 0.334 0.057
H -1.794 1.568 -0.604
H -3.695 0.985 2.456
H -2.684 2.002 3.399
F -6.044 7.028 2.489
C -6.169 5.862 1.840
C -5.211 4.871 2.024
C -5.344 3.655 1.352
C -6.427 3.449 0.494
C -7.380 4.453 0.312
C -7.253 5.663 0.992
H -4.372 5.052 2.688
H -4.605 2.871 1.496
H -6.527 2.503 -0.033
H -8.220 4.291 -0.359
H -7.989 6.451 0.869
F 5.039 3.404 -1.895
C 5.655 4.222 -1.032
C 7.006 4.505 -1.202
C 7.646 5.361 -0.306
C 6.930 5.916 0.758
C 5.576 5.621 0.923
C 4.933 4.775 0.021
H 7.547 4.058 -2.029
H 8.700 5.595 -0.434
H 7.432 6.580 1.459
H 5.022 6.051 1.755
H 3.879 4.542 0.129
F -3.768 -0.311 3.935
C -4.736 -1.215 3.736
C -4.424 -2.433 3.143
C -5.431 -3.377 2.941
C -6.743 -3.087 3.324
C -7.047 -1.859 3.914
C -6.038 -0.920 4.126
H -3.401 -2.638 2.844
H -5.195 -4.335 2.485
H -7.529 -3.821 3.162
H -8.069 -1.634 4.208
H -6.255 0.036 4.591
F 0.232 -1.323 -2.268
C -0.190 -2.073 -3.294
C -1.555 -2.232 -3.509
C -1.995 -3.009 -4.580
C -1.065 -3.628 -5.419
C 0.302 -3.467 -5.192
C 0.742 -2.681 -4.127
H -2.263 -1.751 -2.842
H -3.060 -3.133 -4.761
H -1.409 -4.238 -6.252
H 1.024 -3.953 -5.844
H 1.802 -2.537 -3.942
F -1.929 -4.077 -8.441
C -0.982 -4.393 -9.334
C -0.184 -3.387 -9.869
C 0.806 -3.716 -10.795
C 0.980 -5.047 -11.183
C 0.171 -6.048 -10.644
C -0.811 -5.720 -9.710
H -0.340 -2.358 -9.562
H 1.440 -2.939 -11.214
H 1.750 -5.302 -11.909
H 0.306 -7.083 -10.951
H -1.442 -6.487 -9.273
F 4.309 -3.905 3.994
C 4.543 -3.967 5.311
C 4.238 -5.132 6.007
C 4.486 -5.198 7.378
C 5.027 -4.094 8.040
C 5.326 -2.928 7.334
C 5.088 -2.865 5.962
H 3.810 -5.977 5.477
H 4.258 -6.107 7.929
H 5.217 -4.145 9.111
H 5.743 -2.068 7.853
H 5.322 -1.970 5.396
*
```

Results
- frontier orbital gap (eV) = 8.27
- DFT total energy (Ha) = -2826.47829
- F_max (eV/Å) = 9.4

***

No. 2
The following is a quantum chemistry calculation of 2 unconnected molecules or ions with the total composition C3H2ClNOS, from the OMol25 dataset.

Geometry as ORCA input:
```
! wB97M-V def2-TZVPD RIJCOSX def2/J DEFGRID3
* xyz 0 1
C 0.724 -0.487 0.032
C 1.000 0.458 -0.840
C -0.453 -0.208 0.930
N -1.143 0.952 0.414
O -0.639 -0.689 1.992
S -0.227 1.724 -0.602
Cl -2.294 -0.833 -0.562
H 1.325 -1.477 0.183
H 1.708 0.559 -1.546
*
```

Results
- frontier orbital gap (spin up / spin down) (eV) = 7.41 / 7.17
- DFT total energy (Ha) = -1103.78087
- energy relative to the best compared isomer or geometry (same formula, charge and spin) (kcal per mole) = 61.3
- F_max (eV/Å) = 3.7